(1)
# C46H34F48O8

7 unconnected molecules or ions with the total composition C46H34F48O8 at a distorted geometry (the ωB97M-V functional and the def2-TZVPD basis, the OMol25 dataset).

Charge: 0
Maximum force, eV/A: 4.731
HOMO, eV: -8.9
SMILES string: O=C1C=CC(=O)c2cc(-c3ccccc3)ccc21.FC(F)C(F)(F)COC(F)(F)C(F)F.FC(F)C(F)(F)COC(F)(F)C(F)F.FC(F)C(F)(F)COC(F)(F)C(F)F.FC(F)C(F)(F)COC(F)(F)C(F)F.FC(F)C(F)(F)COC(F)(F)C(F)F.FC(F)C(F)(F)COC(F)(F)C(F)F
Energy, a.u.: -7168.4113

Each line ends with the Mulliken charge.
CARTESIAN COORDINATES (ANGSTROEM)
O (4.44, -3.35, -1.36)  -0.468
C (3.79, -2.28, -1.50)  0.345
C (4.50, -0.84, -1.64)  -0.360
C (3.95, 0.14, -2.53)  -0.467
C (2.62, -0.23, -3.37)  0.262
O (2.44, 0.15, -4.56)  -0.583
C (1.57, -1.15, -2.57)  0.391
C (0.03, -1.00, -2.69)  -0.584
C (-0.87, -1.94, -1.81)  0.358
C (-2.46, -1.73, -1.93)  0.154
C (-3.27, -1.94, -3.23)  -0.371
C (-4.80, -1.63, -3.17)  -0.374
C (-5.53, -1.14, -1.89)  -0.431
C (-4.72, -0.96, -0.56)  -0.278
C (-3.20, -1.26, -0.63)  -0.419
C (-0.26, -3.04, -0.87)  -0.476
C (1.27, -3.18, -0.77)  -0.360
C (2.18, -2.23, -1.59)  0.106
H (5.43, -0.62, -0.99)  0.361
H (4.46, 1.17, -2.59)  0.357
H (-0.45, -0.23, -3.40)  0.387
H (-2.75, -2.30, -4.19)  0.354
H (-5.43, -1.75, -4.11)  0.294
H (-6.65, -0.90, -1.83)  0.320
H (-5.23, -0.59, 0.40)  0.281
H (-2.58, -1.12, 0.32)  0.319
H (-0.91, -3.73, -0.23)  0.405
H (1.74, -3.97, -0.08)  0.400
C (3.62, -6.31, -2.04)  -0.664
C (4.59, -6.88, -3.09)  0.967
C (3.95, -7.62, -4.27)  0.153
F (3.19, -8.67, -3.90)  -0.240
F (4.92, -8.12, -5.09)  -0.286
F (5.51, -7.66, -2.47)  -0.288
F (5.28, -5.82, -3.60)  -0.255
O (3.36, -7.11, -0.87)  -0.398
C (2.40, -8.14, -0.97)  0.757
C (3.01, -9.55, -0.88)  0.209
F (4.01, -9.73, -1.77)  -0.201
F (2.08, -10.49, -1.14)  -0.265
F (1.67, -7.95, -2.09)  -0.289
F (1.55, -7.96, 0.06)  -0.298
H (4.10, -5.42, -1.64)  0.218
H (2.69, -5.95, -2.48)  0.392
H (3.33, -6.94, -4.87)  0.267
H (3.42, -9.73, 0.12)  0.231
C (-7.75, 0.78, 5.89)  -0.643
C (-6.52, -0.06, 6.28)  0.754
C (-5.19, 0.32, 5.61)  0.262
F (-5.23, 0.26, 4.27)  -0.108
F (-4.21, -0.54, 6.00)  -0.333
F (-6.81, -1.37, 6.08)  -0.283
F (-6.35, 0.09, 7.63)  -0.332
O (-8.61, 0.28, 4.85)  -0.432
C (-8.22, 0.51, 3.51)  0.789
C (-7.81, -0.77, 2.77)  0.204
F (-6.87, -1.47, 3.43)  -0.216
F (-7.30, -0.48, 1.55)  -0.225
F (-7.26, 1.46, 3.49)  -0.227
F (-9.29, 1.06, 2.89)  -0.303
H (-8.40, 0.80, 6.77)  0.413
H (-7.49, 1.83, 5.72)  0.325
H (-4.88, 1.32, 5.90)  0.214
H (-8.68, -1.43, 2.63)  0.199
C (9.60, -2.74, -1.33)  -0.778
C (8.88, -3.69, -0.35)  0.855
C (7.81, -3.06, 0.54)  0.549
F (8.27, -2.06, 1.31)  -0.233
F (7.30, -4.00, 1.39)  -0.282
F (9.82, -4.34, 0.38)  -0.291
F (8.27, -4.65, -1.11)  -0.248
O (10.86, -2.18, -0.93)  -0.420
C (10.83, -1.04, -0.09)  0.788
C (11.35, -1.32, 1.33)  0.197
F (10.72, -2.36, 1.91)  -0.204
F (11.15, -0.25, 2.13)  -0.258
F (9.59, -0.51, -0.10)  -0.282
F (11.63, -0.12, -0.68)  -0.298
H (9.86, -3.34, -2.21)  0.426
H (8.92, -1.97, -1.73)  0.384
H (6.97, -2.68, -0.05)  -0.160
H (12.42, -1.55, 1.31)  0.235
C (-3.38, 5.97, 4.49)  -0.736
C (-2.65, 6.53, 3.26)  0.951
C (-3.54, 6.88, 2.06)  0.528
F (-4.26, 5.83, 1.61)  -0.166
F (-2.79, 7.30, 1.01)  -0.314
F (-1.66, 5.67, 2.90)  -0.291
F (-2.02, 7.67, 3.65)  -0.332
O (-3.44, 4.53, 4.62)  -0.379
C (-4.44, 3.85, 3.89)  0.567
C (-3.88, 2.97, 2.77)  0.375
F (-3.07, 3.67, 1.94)  -0.228
F (-4.88, 2.47, 2.00)  -0.248
F (-5.36, 4.74, 3.47)  -0.291
F (-5.08, 3.06, 4.79)  -0.233
H (-2.80, 6.28, 5.36)  0.443
H (-4.36, 6.42, 4.64)  0.284
H (-4.23, 7.69, 2.31)  -0.199
H (-3.30, 2.14, 3.17)  0.177
C (-6.87, 9.52, 5.46)  -1.142
C (-6.38, 8.92, 4.13)  1.257
C (-6.54, 9.80, 2.89)  0.079
F (-7.81, 10.17, 2.65)  -0.220
F (-6.13, 9.13, 1.78)  -0.252
F (-6.96, 7.71, 3.95)  -0.259
F (-5.04, 8.67, 4.27)  -0.313
O (-8.19, 9.18, 5.91)  -0.417
C (-9.27, 9.91, 5.36)  0.749
C (-10.17, 9.06, 4.45)  0.211
F (-9.47, 8.44, 3.48)  -0.204
F (-11.09, 9.84, 3.83)  -0.263
F (-8.80, 11.02, 4.75)  -0.272
F (-10.00, 10.35, 6.41)  -0.297
H (-6.22, 9.10, 6.24)  0.453
H (-6.69, 10.60, 5.51)  0.371
H (-5.93, 10.71, 2.97)  0.313
H (-10.70, 8.30, 5.02)  0.246
C (6.11, -0.95, -6.87)  -0.754
C (7.12, -1.44, -7.93)  0.909
C (6.52, -2.11, -9.17)  0.058
F (5.77, -3.19, -8.89)  -0.183
F (7.52, -2.54, -9.99)  -0.283
F (8.03, -2.24, -7.33)  -0.267
F (7.81, -0.34, -8.35)  -0.332
O (5.84, -1.82, -5.75)  -0.226
C (4.89, -2.85, -5.95)  0.532
C (5.51, -4.25, -5.92)  0.446
F (6.54, -4.37, -6.79)  -0.231
F (4.60, -5.19, -6.27)  -0.290
F (4.19, -2.60, -7.07)  -0.297
F (4.00, -2.74, -4.93)  -0.183
H (6.57, -0.07, -6.40)  0.423
H (5.19, -0.57, -7.31)  0.314
H (5.91, -1.40, -9.74)  0.277
H (5.89, -4.49, -4.93)  0.162


(2)
# C63H62N2NiO2P2S

A molecular structure, C63H62N2NiO2P2S at a distorted geometry (the ωB97M-V functional and the def2-TZVPD basis, the OMol25 dataset).

Charge: 0
Maximum force, eV/A: 2.006
HOMO (alpha / beta), eV: -5.5 / -5.5
Energy, a.u.: -5286.7370

Each line ends with the Mulliken charge.
CARTESIAN COORDINATES (ANGSTROEM)
Ni (1.07, -1.29, -0.07)  0.337
O (1.12, 3.83, -1.14)  -0.933
S (1.15, 2.45, -0.56)  0.848
C (2.70, 2.37, 0.34)  0.059
C (3.10, 3.49, 1.05)  -0.901
C (4.28, 3.48, 1.76)  -0.877
C (5.09, 2.35, 1.73)  -1.208
C (4.71, 1.24, 0.98)  -0.856
C (3.50, 1.23, 0.27)  0.299
P (3.02, -0.25, -0.71)  1.304
C (3.27, 0.26, -2.44)  0.710
C (3.49, 1.57, -2.83)  -0.810
C (3.60, 1.90, -4.18)  -0.666
C (3.51, 0.91, -5.14)  -0.758
C (3.30, -0.41, -4.76)  -0.584
C (3.18, -0.73, -3.42)  -0.385
C (4.42, -1.36, -0.39)  -0.263
C (4.39, -2.14, 0.76)  0.128
C (5.43, -2.99, 1.08)  -0.679
C (6.52, -3.09, 0.23)  -0.648
C (6.57, -2.32, -0.92)  -0.835
C (5.53, -1.45, -1.23)  -0.581
C (0.11, 2.33, 0.87)  -0.346
C (-0.81, 3.53, 1.10)  -0.813
C (-3.24, 2.78, 1.72)  -0.759
C (-3.16, 1.68, 2.47)  -1.111
C (-2.08, 0.70, 2.45)  0.620
C (-1.07, 0.51, 1.61)  -0.736
P (0.45, -0.43, 1.81)  2.112
C (0.97, -0.26, 3.52)  0.594
C (1.97, 0.67, 3.82)  0.068
C (2.37, 0.85, 5.13)  -0.787
C (1.78, 0.12, 6.15)  -0.740
C (0.80, -0.82, 5.85)  -0.920
C (0.40, -1.02, 4.54)  -0.319
C (0.01, -2.12, 1.49)  0.626
C (0.92, -3.09, 2.09)  -0.727
C (0.66, -4.40, 2.18)  -1.238
C (-0.61, -4.90, 1.68)  -1.077
C (-1.53, -4.08, 1.18)  -0.933
C (-1.37, -2.59, 1.02)  0.305
H (2.47, 4.37, 1.02)  0.670
H (4.59, 4.35, 2.33)  0.455
H (6.02, 2.32, 2.27)  0.433
H (5.36, 0.39, 0.95)  0.532
H (3.56, 2.36, -2.10)  0.322
H (3.75, 2.93, -4.46)  0.442
H (3.60, 1.16, -6.19)  0.377
H (3.23, -1.19, -5.51)  0.465
H (3.00, -1.76, -3.14)  0.355
H (3.53, -2.08, 1.42)  0.039
H (5.39, -3.59, 1.98)  0.474
H (7.34, -3.76, 0.46)  0.384
H (7.42, -2.38, -1.59)  0.412
H (5.58, -0.85, -2.13)  0.501
H (-0.47, 4.29, 0.39)  1.675
H (-4.07, 3.45, 1.87)  0.275
H (-3.94, 1.50, 3.20)  0.439
H (-2.05, 0.04, 3.31)  0.419
H (2.41, 1.25, 3.02)  0.139
H (3.14, 1.58, 5.36)  0.504
H (2.09, 0.27, 7.17)  0.405
H (0.35, -1.40, 6.65)  0.447
H (-0.35, -1.76, 4.31)  0.421
H (1.85, -2.71, 2.52)  0.230
H (1.37, -5.08, 2.63)  0.457
H (-0.81, -5.96, 1.72)  0.340
H (-2.46, -4.50, 0.81)  0.453
H (-2.14, -2.06, 1.59)  0.504
C (-5.44, -3.34, -0.16)  -1.597
C (-4.47, -2.49, 0.67)  -0.121
C (-4.02, -1.24, -0.08)  1.211
C (-5.03, -0.28, -0.13)  -0.778
C (-5.12, 1.02, -0.71)  -1.660
C (-4.12, 1.77, -1.22)  0.358
C (-2.39, -0.17, -1.73)  2.518
C (-0.88, -0.13, -2.07)  0.679
C (-0.35, -0.86, -3.31)  -1.555
C (-2.76, -1.24, -0.71)  -0.844
N (-1.79, -2.25, -0.39)  1.674
C (-1.35, -2.99, -1.40)  -0.555
C (-0.05, -3.53, -1.56)  -0.235
C (0.30, -4.55, -2.45)  -1.006
C (1.68, -4.69, -2.35)  -1.296
C (2.11, -3.72, -1.45)  -0.890
N (1.08, -3.01, -0.95)  2.154
H (-5.78, -4.21, 0.41)  0.451
H (-4.95, -3.71, -1.06)  0.300
H (-6.31, -2.76, -0.46)  0.414
H (-3.63, -3.13, 0.93)  -0.609
H (-4.94, -2.20, 1.61)  0.576
H (-5.95, -0.60, 0.34)  0.511
H (-6.12, 1.44, -0.75)  0.330
H (-3.94, 3.04, -2.93)  0.366
H (-0.33, -0.50, -1.19)  -1.560
H (-0.57, 0.92, -2.15)  1.068
H (-0.96, -1.70, -3.62)  -0.046
H (0.65, -1.25, -3.10)  -0.829
H (-0.26, -0.18, -4.16)  0.859
H (-2.06, -3.13, -2.20)  0.664
H (-0.39, -5.12, -3.05)  0.601
H (2.30, -5.40, -2.87)  0.521
H (3.12, -3.51, -1.14)  0.422
C (-3.78, -1.59, -3.49)  -1.578
C (-3.27, -0.22, -3.04)  0.920
C (-2.72, 0.55, -4.24)  -2.109
C (-2.77, 1.20, -1.04)  0.321
C (-4.30, 3.08, -1.90)  -1.336
C (-3.64, 4.26, -1.24)  -1.116
C (-2.80, 4.28, -0.21)  -1.143
C (-2.26, 3.13, 0.61)  1.779
C (-0.78, 4.19, 2.51)  0.336
C (0.14, 3.51, 3.50)  -1.114
C (-0.42, 5.67, 2.38)  -1.458
C (-2.05, 1.85, -0.15)  -0.511
O (-0.88, 1.25, 0.41)  0.125
H (-4.41, -1.45, -4.37)  0.524
H (-4.38, -2.07, -2.72)  0.175
H (-2.98, -2.26, -3.79)  0.236
H (-4.16, 0.34, -2.77)  0.353
H (-2.06, -0.03, -4.86)  0.470
H (-2.20, 1.47, -3.95)  0.325
H (-3.57, 0.85, -4.87)  0.444
H (-5.37, 3.29, -1.98)  0.516
H (-3.87, 5.22, -1.69)  0.490
H (-2.44, 5.25, 0.11)  0.154
H (-1.79, 4.13, 2.93)  0.142
H (1.17, 3.49, 3.14)  0.017
H (-0.15, 2.48, 3.68)  0.216
H (0.13, 4.04, 4.45)  0.576
H (0.58, 5.79, 1.97)  0.265
H (-0.45, 6.17, 3.35)  0.427
H (-1.10, 6.20, 1.71)  0.367


(3)
# C4H10S2

A molecular structure, C4H10S2 at a distorted geometry (the ωB97M-V functional and the def2-TZVPD basis, the OMol25 dataset).

Charge: 0
Maximum force, eV/A: 3.914
HOMO, eV: -8.3
Energy, a.u.: -954.7340
Energy relative to the best compared isomer or geometry (same formula, charge and spin), kcal/mol: 31.1

Each line ends with the Mulliken charge.
CARTESIAN COORDINATES (ANGSTROEM)
C (0.51, 0.50, 1.55)  -1.317
C (0.38, 1.11, -0.92)  -1.605
C (-0.80, -1.32, -0.14)  -0.728
C (0.61, 0.04, 0.12)  0.812
S (-2.38, -0.66, 0.29)  -0.187
S (2.14, -0.86, -0.25)  -0.190
H (0.84, -0.28, 2.23)  0.374
H (1.13, 1.38, 1.70)  0.358
H (-0.52, 0.75, 1.79)  0.331
H (0.26, 0.67, -1.91)  0.364
H (-0.51, 1.70, -0.67)  0.350
H (1.24, 1.78, -0.96)  0.459
H (-0.54, -2.11, 0.55)  0.388
H (-0.72, -1.61, -1.18)  0.377
H (-2.52, 0.13, -0.77)  0.101
H (1.91, -1.87, 0.60)  0.113